Entry 1:
Computed, not measured: C31H50BrN5P2Sr as an isolated structure at a distorted geometry, with the ωB97M-V functional and the def2-TZVPD basis.

Atoms and positions in Å:
H  2.89512  -3.51661  -1.84646
H  -1.71283  5.40870  -0.60196
H  0.05732  0.88063  1.78692
H  -1.13422  -2.12963  -1.19445
C  -2.76176  1.95544  3.29020
H  4.00698  -1.54677  -2.94554
Br  0.71594  -2.42830  0.78153
H  -2.41039  -4.33587  -0.92093
H  -0.56695  1.67546  5.82581
C  -1.35407  2.82775  -1.52860
H  0.23751  -0.04602  -2.84093
C  -2.04173  3.93043  -2.17432
H  3.12020  -5.44976  1.89196
C  3.69214  -3.42336  1.41281
H  1.31597  2.61932  2.90950
C  -0.71166  0.92694  2.57082
H  -1.91196  4.00290  1.84475
H  6.40123  -2.79089  1.34814
P  -3.44615  -1.51678  -1.62649
N  -0.47058  3.66009  3.33983
H  -1.95994  0.35284  -2.24285
H  -3.87601  -0.64539  0.66516
C  -1.12192  3.26607  2.07482
H  -2.71617  -4.29948  -2.66992
C  -3.32815  -1.51145  0.24191
C  2.28568  0.10385  0.45137
H  5.35644  -0.62361  -0.61107
H  2.89729  0.18573  1.35578
C  -3.20517  4.85918  -4.09013
H  -1.93228  -0.65810  -4.40981
C  -2.96261  0.00812  -2.56780
H  -3.62848  4.74868  -5.09015
C  1.67549  -1.04697  -1.60327
H  -2.40725  2.85138  -4.03360
H  -3.57663  -3.70150  0.41657
C  -2.03549  -3.96917  -1.87928
N  -0.05471  1.29984  3.82643
H  1.52637  2.11613  0.58770
H  4.99882  -0.59255  1.11716
C  4.60301  -2.40929  -2.63047
H  0.99416  2.91796  4.65942
H  1.88004  -1.79638  -2.36342
H  -1.51080  0.36143  5.01615
H  -5.09869  -2.78312  0.37384
C  0.76590  -0.05973  -1.88350
P  3.74201  -2.25502  -0.00209
H  2.83530  -3.13157  2.03030
C  3.57330  -4.90782  1.04971
H  -1.53053  -2.15013  -2.92072
H  4.45282  -4.12136  -1.28852
C  -2.16571  5.19943  -1.56842
H  6.85207  -2.59413  -0.35788
C  -2.81802  6.22604  -2.27604
H  -3.20848  0.96107  3.40408
C  -2.89249  -0.22468  -4.10062
C  -2.56173  3.77751  -3.47531
H  -2.98242  0.74300  -4.61223
H  -2.93547  7.21586  -1.83561
N  -2.13896  2.33705  4.57693
C  6.51077  -2.06198  0.53676
H  -3.73933  0.77538  -2.35196
N  -3.32529  6.04764  -3.49581
C  -0.51281  1.95758  -1.19326
H  4.58941  -3.24366  2.01123
C  2.21445  -1.19346  -0.23857
H  -2.26806  4.39744  4.16458
H  -2.27221  -1.50843  0.56179
C  3.90190  -3.19979  -1.53236
H  -4.10577  -2.77189  1.83713
H  -3.53496  2.70055  3.04582
H  4.75084  -3.05264  -3.50394
H  -3.69180  -0.87667  -4.48009
H  -1.05840  -4.42875  -2.05404
C  0.54642  2.64892  3.69258
C  -1.49323  3.66115  4.41781
H  2.95527  -5.06292  0.15158
H  4.56114  -5.36868  0.86095
Sr  -2.58270  1.21855  -0.15239
H  5.58683  -2.05670  -2.30626
C  1.48814  1.14954  0.07064
C  5.22624  -1.26096  0.27392
C  0.55826  1.02486  -0.99777
H  -0.37264  3.24017  1.26952
H  -0.99889  3.91684  5.36415
N  -1.77737  1.89977  2.15602
H  -1.16865  -0.06551  2.68689
C  -4.06064  -2.77221  0.74364
C  -1.88886  -2.45188  -1.92758
H  7.31816  -1.37820  0.82908
C  -1.06688  1.36254  4.90274

For the HOMO energy, the calculation gives -12.398 eV. The HOMO-LUMO gap comes out at 6.166 eV. The net charge is +2.



Entry 2:
Computed, not measured: C31H50ClPPt as an isolated structure at a distorted geometry, with the ωB97M-V functional and the def2-TZVPD basis.

Atoms and positions in Å:
H  -1.63460  -3.33737  -2.28151
H  -0.13298  4.78086  -1.98070
C  2.98123  -0.72985  -0.02920
H  -1.05068  1.42174  3.40449
H  4.02550  1.85625  -2.10186
C  4.89456  -0.03645  -1.55141
H  -0.21543  -4.03822  -3.09838
H  -4.50132  -2.77373  -0.03152
H  -2.27408  -3.41711  4.96047
H  2.70556  -0.95199  1.02427
H  -2.96579  3.45312  0.41967
C  -0.62733  -2.01078  1.61900
C  0.85534  1.79652  2.55590
H  -0.68130  -2.21332  0.48909
C  -0.03433  -3.19727  2.25155
C  -3.05779  -3.46863  2.86797
H  2.23430  -0.52167  -2.59488
C  -2.80255  -3.07234  1.38047
H  2.80868  4.57026  2.97455
H  -3.30385  -1.20290  0.46497
C  -0.28870  2.19986  3.24833
H  4.13224  0.72855  -3.42576
H  -1.40150  -1.12537  -1.03505
C  -0.65925  1.79779  -0.23668
C  3.90756  0.80112  -2.35872
H  -1.90457  -1.99150  3.91561
H  0.08807  2.40591  -2.16453
H  -0.60959  -4.83320  3.73578
H  -0.61185  2.23386  0.77512
H  -2.64607  0.97529  0.13539
C  4.44619  -0.31131  -0.12098
H  1.04307  -3.00294  2.30885
C  0.71725  4.36365  3.63028
H  2.36195  1.33254  -0.15923
H  -2.28436  3.88343  -2.53393
C  -2.15903  1.65787  -0.58365
C  2.11025  0.37458  -0.64490
C  -0.64073  -0.18372  -2.88729
H  -2.31726  1.17139  -1.55925
C  -0.39717  3.50705  3.75282
H  0.48165  -2.90628  -1.03266
H  2.84454  2.24348  1.94267
H  -1.00552  0.84665  -2.75196
C  -0.55843  -3.71144  3.65838
H  -1.32279  3.79787  4.24740
H  0.66839  5.34274  4.11302
C  0.05722  2.80946  -1.14254
H  -0.17901  -4.05639  1.58518
P  0.31532  0.17588  -0.13188
H  -1.69691  -0.39423  -4.75515
H  -1.88751  -2.92635  -4.65376
H  1.09606  2.94973  -0.79968
H  4.57314  0.59612  0.47025
H  -3.88806  2.92607  -0.99251
C  -1.59980  -0.94788  -3.81366
H  0.17688  -3.45675  4.45864
C  2.42856  0.45538  -2.13731
H  1.78210  1.17172  -2.66746
C  -0.43048  -0.91783  -1.52055
Cl  1.24202  -0.79765  4.21695
C  -0.61890  4.18824  -1.18634
H  5.01528  -1.00249  -2.04533
C  -2.12649  4.09190  -1.46479
C  1.94792  2.64006  2.42769
H  -0.23972  -2.32995  -4.81920
H  -2.60701  -1.00489  -3.36803
C  -1.98023  -3.09385  3.92593
Pt  0.67041  -0.21718  2.00794
C  1.91299  3.91996  2.99701
H  -2.55022  5.08931  -1.27494
H  1.18762  -2.08386  -2.44309
H  -3.14629  -4.55796  2.90916
H  -0.45173  4.72381  -0.23701
H  2.84090  -1.67073  -0.58140
C  -0.70262  -3.09280  -2.82261
C  -3.59423  -2.31584  0.45602
H  5.87447  0.45179  -1.54754
H  0.34628  -0.11579  -3.37852
C  -1.09638  -2.36662  -4.12445
H  -4.09340  -3.09754  3.03996
H  5.08287  -1.06434  0.34728
C  -2.86287  3.04172  -0.59934
C  0.23858  -2.27594  -1.90258
H  -2.25420  -3.94927  0.85561

For the HOMO energy (spin up / spin down), the calculation gives -6.311 / -8.413 eV. The expectation value of S² is 6.020. The HOMO-LUMO gap (spin up / spin down) comes out at 6.844 / 7.029 eV. As for the spin multiplicity: 5. For the relative energy (zero: lowest compared OMol25 entry of this formula, charge and spin), the calculation gives 109.3 kJ/mol.



Entry 3:
Computed, not measured: a 2-piece molecular cluster, C31H50FSi overall at a distorted geometry, with the ωB97M-V functional and the def2-TZVPD basis.

Atoms and positions in Å:
H  -2.17518  -1.14720  -2.22767
C  3.28981  -0.58427  1.59495
H  2.08660  1.54892  -0.05904
C  -0.40634  3.95589  -2.49741
H  2.26742  0.83086  -1.68387
F  -4.07642  -1.36482  -7.71178
C  -3.62024  -1.43178  -5.38220
C  -3.38986  -0.86257  -6.62484
C  -0.52338  -1.54750  2.11488
C  2.53821  -1.40840  0.52307
H  2.60402  -0.34825  2.42633
C  -2.91773  -1.54152  -2.93000
C  7.22232  -0.16310  4.90700
H  8.10915  -0.68075  5.28027
C  -1.87212  0.73567  -5.70719
H  -0.20069  1.29783  -2.13537
H  -3.28960  -2.00207  -0.36832
H  -4.58388  -3.39292  -4.26494
H  -1.60852  -1.70371  2.02329
H  0.35678  0.48408  1.92824
H  3.57125  0.38940  1.16282
C  -4.65941  -3.39153  -3.17635
H  5.25868  -1.43783  1.36441
C  -1.26216  6.03139  -3.66242
H  0.67730  5.12125  -3.94034
C  -0.39104  -0.33765  5.83874
H  6.26220  -1.99216  4.30335
H  0.01554  -1.21227  -1.20136
H  -6.22658  -5.14129  -0.70896
H  7.54877  0.79705  4.49683
H  4.28527  -2.20338  2.61995
H  0.46848  5.91277  -2.37473
H  -1.51905  0.57973  -3.58883
H  -0.04660  -2.43858  1.67985
C  4.55108  -1.23338  2.17899
H  6.57115  0.03466  5.76355
C  -5.53741  -4.28515  -2.57440
H  -0.57819  0.60040  3.89616
C  -4.75070  -3.58791  -0.38447
C  1.54661  1.04233  -0.87563
H  1.53194  3.03585  -2.77649
C  -5.56756  -4.41194  -1.17343
H  4.57165  -0.16863  4.07451
H  -0.43231  -2.46082  4.04930
H  1.31071  3.79270  -1.19990
C  -2.89162  -0.97395  -4.23627
C  -0.16915  -0.27128  1.32284
H  -0.66007  -1.29680  6.29896
H  -0.78508  1.77381  6.15802
H  0.95413  -1.43159  3.70363
H  2.23719  -2.39671  0.90510
H  -1.89578  -0.49210  4.30594
C  -2.03899  0.16652  -4.45514
C  0.80262  3.19899  -1.97188
H  -0.93828  3.34164  -3.24288
C  -0.04107  5.29841  -3.12890
H  -2.15248  0.71418  6.54747
C  6.53130  -1.02748  3.85334
H  5.55620  0.58454  2.81482
H  -4.35643  -2.22191  -5.30849
C  -0.80242  -0.36948  4.36664
H  7.24277  -1.24284  3.04524
H  -0.95274  6.97856  -4.10529
H  -1.21690  1.59941  -5.83026
H  -1.77415  5.44652  -4.43211
H  0.70014  -0.23991  5.90528
C  -3.91294  -2.65731  -0.97799
H  3.17370  -1.58274  -0.36104
H  -6.19585  -4.89772  -3.20015
C  -3.83259  -2.50890  -2.41118
H  -1.11540  4.13030  -1.67243
H  -1.09560  0.19350  0.94649
C  -2.52928  0.20924  -6.83309
C  -0.13862  -1.50535  3.59270
C  -1.06241  0.80426  6.58220
C  5.26690  -0.38720  3.24733
H  -1.97713  6.24611  -2.86315
C  0.36728  1.86748  -1.38122
H  -2.40217  0.63627  -7.82554
Si  0.96272  -0.56971  -0.14220
H  -4.78117  -3.67721  0.71064
H  -0.33294  2.05975  -0.55192
H  -0.75370  0.79132  7.62797

For the HOMO energy, the calculation gives -11.709 eV. The HOMO-LUMO gap comes out at 5.591 eV. The net charge is +1. For the relative energy (zero: lowest compared OMol25 entry of this formula, charge and spin), the calculation gives 34.1 kJ/mol.